Entry 1:
Entry from the Open Molecules 2025 dataset: C28H23IrN2O5PS3 as an isolated structure in a non-equilibrium geometry (ωB97M-V with the def2-TZVPD basis set).

Each line ends with the Löwdin spin population.
Element x y z (Å)
Ir -0.544 -0.078 -0.690  1.439
O -3.343 -4.663 0.808  0.067
C -2.804 -4.104 1.875  0.100
C -3.231 -4.769 3.067  0.008
C -2.643 -4.539 4.250  0.053
C -1.512 -3.681 4.223  0.039
C -1.226 -2.853 3.091  0.008
C -1.828 -3.052 1.865  0.049
C -1.362 -2.251 0.719  0.129
O -0.348 -1.450 0.848  0.103
N -2.016 -2.476 -0.422  0.253
N -1.591 -1.726 -1.400  0.426
C -1.664 -2.219 -2.689  0.462
S -1.938 -3.911 -2.914  0.170
C -2.274 -3.950 -4.741  0.015
C -2.148 -2.585 -5.299  0.020
S -1.872 -1.236 -4.066  0.215
H -3.031 -4.028 0.035  0.003
H -3.990 -5.496 2.821  -0.001
H -2.991 -4.914 5.206  0.002
H -0.891 -3.523 5.082  0.001
H -0.516 -2.019 3.253  -0.001
H -3.303 -4.339 -4.923  0.003
H -1.537 -4.617 -5.198  0.002
H -3.018 -2.261 -5.864  0.004
H -1.271 -2.538 -6.041  0.003
O -0.953 2.507 -4.086  0.001
S -0.006 1.701 -3.400  0.006
O 0.763 0.736 -4.106  0.019
O -0.918 0.941 -2.229  0.154
C 1.188 2.828 -2.572  -0.001
C 1.648 3.849 -3.377  0.000
C 2.467 4.834 -2.799  0.000
C 2.701 4.812 -1.426  0.000
C 2.175 3.809 -0.628  0.001
C 1.486 2.726 -1.225  0.003
P 0.963 1.422 -0.111  0.056
C -0.092 2.131 1.195  0.061
C -0.876 3.250 0.861  0.041
C -1.430 4.042 1.853  -0.003
C -1.392 3.591 3.167  0.048
C -0.744 2.398 3.519  -0.002
C -0.018 1.752 2.516  0.040
C 2.505 0.763 0.683  -0.001
C 2.917 -0.506 0.256  0.001
C 4.052 -1.013 0.892  0.000
C 4.702 -0.336 1.968  0.000
C 4.309 0.925 2.318  0.000
C 3.228 1.520 1.635  0.000
H 1.173 3.998 -4.356  0.000
H 2.872 5.636 -3.394  0.000
H 3.208 5.669 -0.955  0.000
H 2.211 3.907 0.467  0.000
H -1.062 3.425 -0.197  0.001
H -1.996 4.875 1.558  -0.001
H -1.927 4.135 3.946  0.002
H -0.779 2.086 4.601  0.000
H 0.589 0.898 2.796  0.001
H 2.327 -1.095 -0.435  0.000
H 4.340 -2.039 0.670  0.000
H 5.480 -0.920 2.471  0.000
H 4.805 1.473 3.162  0.000
H 2.976 2.550 1.862  0.000

* LUMO level (alpha / beta): -0.1072 / -0.2249 hartree
* max |F|: 3.92 eV Å⁻¹
* 2S+1: 5
* relative energy (zero: lowest compared OMol25 entry of this formula, charge and spin): 0.0 kJ/mol
* expectation value of S²: 6.036
* charge: +1

=====

Entry 2:
Entry from the Open Molecules 2025 dataset: C28H23NO5OsPS as an isolated structure (ωB97M-V with the def2-TZVPD basis set).

Each line ends with the Löwdin spin population.
Element x y z (Å)
Os 1.821 -0.806 -1.997  3.422
O 1.511 1.935 -3.913  0.041
C 0.989 1.958 -2.834  0.037
C 0.040 3.029 -2.389  0.000
C 0.117 4.244 -3.048  0.001
C -0.721 5.295 -2.699  0.000
C -1.659 5.123 -1.698  0.001
C -1.765 3.901 -1.046  0.000
C -0.915 2.847 -1.371  0.001
P -1.191 1.288 -0.511  0.001
C -1.625 -0.053 -1.617  -0.002
C -1.866 -1.311 -1.071  -0.001
C -2.204 -2.365 -1.896  -0.001
C -2.317 -2.158 -3.267  0.000
C -2.103 -0.899 -3.807  0.000
C -1.757 0.163 -2.985  -0.001
C -2.572 1.479 0.629  0.000
C -3.840 1.030 0.260  0.000
C -4.910 1.203 1.124  0.000
C -4.721 1.819 2.352  0.000
C -3.461 2.272 2.720  0.000
C -2.385 2.106 1.864  0.000
H 0.848 4.350 -3.837  0.000
H -0.640 6.242 -3.215  0.000
H -2.321 5.932 -1.420  0.000
H -2.520 3.780 -0.282  0.000
H -1.778 -1.483 -0.006  0.000
H -2.358 -3.345 -1.466  0.000
H -2.576 -2.983 -3.918  0.000
H -2.203 -0.741 -4.872  0.000
H -1.594 1.143 -3.415  0.000
H -3.996 0.546 -0.695  0.000
H -5.892 0.853 0.835  0.000
H -5.557 1.948 3.026  0.000
H -3.315 2.756 3.676  0.000
H -1.411 2.478 2.156  0.000
C 5.916 -3.507 3.957  0.000
C 4.795 -3.316 2.977  0.001
C 3.595 -4.005 3.115  0.000
C 2.565 -3.845 2.199  0.002
C 2.752 -2.980 1.132  0.002
C 3.944 -2.280 0.965  -0.001
C 4.953 -2.451 1.889  0.000
S 1.428 -2.707 0.026  0.030
O 2.000 -2.770 -1.388  0.126
O 0.381 -3.636 0.309  0.012
N 1.035 -1.183 0.013  0.164
C 0.592 -0.426 1.158  0.021
C 0.236 0.978 0.705  0.002
O 0.726 1.966 1.163  0.000
O 1.174 1.036 -1.890  0.134
H 5.568 -3.983 4.871  0.000
H 6.376 -2.554 4.216  0.000
H 6.694 -4.138 3.523  0.000
H 3.462 -4.680 3.951  0.000
H 1.634 -4.383 2.304  0.000
H 4.082 -1.620 0.118  -0.002
H 5.885 -1.912 1.768  0.000
H 1.364 -0.320 1.928  0.002
H -0.307 -0.858 1.622  0.004

* LUMO level (alpha / beta): -0.1062 / -0.1342 hartree
* max |F|: 0.20 eV Å⁻¹
* 2S+1: 5
* expectation value of S²: 6.011
* charge: +1

=====

Entry 3:
Entry from the Open Molecules 2025 dataset: C28H23NaO4P as an isolated structure in a non-equilibrium geometry (ωB97M-V with the def2-TZVPD basis set).

Each line ends with the Mulliken charge.
Element x y z (Å)
Na 0.267 -0.351 0.618  0.951
C 6.084 -0.933 -2.879  -0.808
O 5.251 -1.984 -3.310  -0.447
C 3.981 -2.000 -2.808  1.206
C 3.186 -3.091 -3.227  -1.008
C 1.906 -3.190 -2.762  -0.670
C 1.329 -2.249 -1.883  -0.004
C -0.007 -2.434 -1.368  1.244
C -0.736 -3.738 -1.677  -1.647
O -0.600 -1.614 -0.661  -0.726
C 2.132 -1.123 -1.449  0.097
O 1.738 -0.239 -0.642  -0.960
C 3.475 -1.053 -1.966  -0.436
H 7.054 -1.102 -3.343  0.228
H 6.196 -0.931 -1.791  0.328
H 5.698 0.042 -3.193  0.322
H 3.613 -3.822 -3.901  0.390
H 1.308 -4.027 -3.102  0.310
H -0.145 -4.595 -1.356  0.392
H -0.936 -3.833 -2.746  0.395
H -1.682 -3.727 -1.140  0.318
H 4.046 -0.198 -1.631  0.359
O 0.159 -0.353 2.593  -0.615
C -0.864 0.325 2.662  -0.629
C -1.130 1.712 2.795  1.369
C -1.355 2.273 4.093  -1.024
C -1.974 3.484 4.250  -0.329
C -2.406 4.233 3.146  -0.842
C -2.139 3.746 1.879  -0.411
C -1.504 2.525 1.679  0.106
P -1.140 1.935 -0.012  0.902
C -0.186 3.360 -0.657  0.746
C 1.034 3.524 0.012  -0.841
C 1.936 4.499 -0.367  -0.694
C 1.648 5.335 -1.440  -0.417
C 0.455 5.175 -2.121  -0.753
C -0.453 4.195 -1.737  -0.125
C -2.851 1.868 -0.671  0.692
C -3.631 0.973 0.077  -0.698
C -4.939 0.699 -0.272  -0.714
C -5.503 1.307 -1.388  -0.422
C -4.745 2.187 -2.139  -0.748
C -3.428 2.463 -1.788  -0.210
H -1.034 1.705 4.959  0.372
H -2.126 3.870 5.253  0.352
H -2.912 5.180 3.287  0.391
H -2.414 4.336 1.009  0.314
H 1.267 2.866 0.842  0.318
H 2.873 4.606 0.166  0.387
H 2.353 6.098 -1.745  0.353
H 0.224 5.815 -2.964  0.380
H -1.371 4.098 -2.296  0.171
H -3.189 0.495 0.948  0.311
H -5.523 0.006 0.321  0.409
H -6.526 1.090 -1.671  0.354
H -5.175 2.666 -3.010  0.379
H -2.868 3.153 -2.400  0.332

* LUMO level: 0.0858 hartree
* max |F|: 1.93 eV Å⁻¹
* relative energy (zero: lowest compared OMol25 entry of this formula, charge and spin): 65.1 kJ/mol
* charge: -1

=====

Entry 4:
Entry from the Open Molecules 2025 dataset: C28H24Br2LiN6O3SSbTe as an isolated structure (ωB97M-V with the def2-TZVPD basis set).

Each line ends with the Mulliken charge.
Element x y z (Å)
Li -0.238 0.866 -0.552  1.015
N -1.276 3.875 0.539  -0.767
N -1.560 4.152 -0.827  -0.303
C -0.952 3.382 -1.853  1.001
N -1.492 3.390 -3.053  -0.873
N 0.176 2.784 -1.464  -0.753
N 0.941 2.088 -2.421  0.118
O 0.868 2.608 -3.709  -0.456
O 0.214 0.778 -2.470  -0.534
H -1.371 2.872 0.706  0.409
H -0.287 4.072 0.646  0.333
H -2.559 4.208 -0.957  0.278
H -2.294 4.013 -3.076  0.133
H -0.084 2.893 -3.819  0.344
Br -3.890 0.252 2.891  -0.249
C -2.063 -0.279 2.880  -0.067
C -1.575 -0.998 3.975  -0.454
C -0.266 -1.384 4.036  -0.005
Br 0.333 -2.358 5.564  -0.318
C 0.633 -1.063 2.990  0.833
C 2.002 -1.408 2.946  -0.742
C 2.763 -1.041 1.875  -0.946
C 2.168 -0.318 0.827  -0.203
N 0.908 0.032 0.851  -0.284
C 0.128 -0.333 1.894  0.312
C -1.272 0.092 1.784  0.251
O -1.668 0.742 0.774  -0.815
H -2.252 -1.247 4.782  0.391
H 2.426 -1.981 3.760  0.281
H 3.804 -1.324 1.804  0.359
H 2.734 -0.034 -0.054  0.448
S 1.292 -3.570 -0.300  -0.582
Sb -0.118 -3.179 -2.044  1.782
C -1.437 -4.934 -1.817  -0.279
C -2.470 -5.123 -2.736  -0.307
C -3.306 -6.228 -2.663  -0.602
C -3.119 -7.170 -1.659  -0.355
C -2.099 -6.995 -0.736  -0.450
C -1.265 -5.883 -0.817  -0.316
C 0.458 -3.996 -3.946  0.062
C 1.166 -5.193 -3.911  -0.436
C 1.544 -5.819 -5.091  -0.574
C 1.194 -5.263 -6.314  -0.371
C 0.480 -4.074 -6.353  -0.548
C 0.125 -3.435 -5.172  -0.291
C -1.825 -1.902 -1.896  0.525
C -2.671 -2.184 -0.823  -0.541
C -3.757 -1.366 -0.560  -0.654
C -4.011 -0.271 -1.377  -0.488
C -3.181 0.004 -2.452  -0.443
C -2.084 -0.811 -2.710  -0.526
H -2.630 -4.391 -3.523  0.270
H -4.104 -6.354 -3.387  0.365
H -3.770 -8.035 -1.596  0.338
H -1.951 -7.723 0.053  0.378
H -0.464 -5.737 -0.099  0.316
H 1.428 -5.630 -2.952  0.335
H 2.111 -6.743 -5.055  0.362
H 1.484 -5.754 -7.237  0.335
H 0.214 -3.632 -7.306  0.373
H -0.383 -2.479 -5.203  0.316
H -2.466 -3.028 -0.173  0.337
H -4.379 -1.555 0.306  0.438
H -4.837 0.391 -1.146  0.323
H -3.337 0.885 -3.060  0.300
H -1.404 -0.553 -3.512  0.186
Te 1.402 -0.723 -3.123  -0.315

* LUMO level: 0.1448 hartree
* max |F|: 0.50 eV Å⁻¹
* relative energy (zero: lowest compared OMol25 entry of this formula, charge and spin): 54.4 kJ/mol
* charge: -2